# C3H6ClN2O2

An isolated ion of composition C3H6ClN2O2 and charge +1 at a distorted geometry (ωB97M-V/def2-TZVPD, the OMol25 dataset).

Element x y z (Å)
C 1.71 -0.68 0.89
C 0.90 0.05 -0.20
N 1.61 0.03 -1.29
C -0.28 0.68 0.03
N -1.51 0.66 0.16
O -2.26 1.68 0.46
O -2.31 -0.57 -0.21
Cl -4.07 -0.61 0.06
H 2.11 -1.62 0.40
H 1.07 -0.95 1.75
H 2.37 -0.01 1.20
H 2.48 -0.41 -1.30
H 1.45 0.44 -2.31
H -3.27 1.31 0.35

Total charge: +1
Multiplicity: 1
Relative energy (zero: lowest compared OMol25 entry of this formula, charge and spin): 161.34 kcal/mol
SMILES: CC(N)=C=[N+](O)OCl
Max |F|: 5.48 eV/Å
HOMO level: -14.32 eV
Kohn-Sham gap: 8.63 eV